82
Properties=species:S:1:pos:R:3 method="wB97M-V/def2-TZVPD" homo_energy_ha="-0.791 / -0.789" spin_multiplicity=4 orbital_gap_ev="6.55 / 4.77" relative_energy_kj_mol=142.9 charge=+4
Tc -0.09 0.07 -0.15
C -0.41 1.32 -1.52
O -0.63 2.04 -2.34
C -1.57 -1.14 -0.38
O -2.48 -1.81 -0.63
P 1.39 -1.27 -1.64
C 1.89 -3.00 -1.12
H 2.43 -3.45 -1.97
C 0.72 -1.51 -3.39
H -0.36 -1.70 -3.19
C 3.05 -0.46 -1.96
H 3.49 -0.42 -0.94
C -0.54 3.15 1.77
P -1.34 1.47 1.50
H -2.41 1.42 3.69
H 0.43 2.87 2.22
C -3.09 1.94 0.98
H -3.25 2.89 1.51
C 0.82 -0.28 -4.30
H 1.73 -0.32 -4.92
H 0.82 0.67 -3.76
H -0.04 -0.26 -4.99
C 1.29 -2.73 -4.11
H 1.18 -2.59 -5.20
H 0.76 -3.65 -3.83
H 2.35 -2.87 -3.90
C 4.02 -1.22 -2.87
H 4.15 -2.27 -2.59
H 5.02 -0.74 -2.81
H 3.71 -1.16 -3.92
C 2.89 0.98 -2.44
H 3.72 1.60 -2.07
H 1.95 1.43 -2.09
H 2.91 1.04 -3.54
C 2.83 -2.98 0.08
H 3.89 -2.97 -0.21
H 2.67 -3.87 0.71
H 2.65 -2.10 0.72
C 0.66 -3.85 -0.84
H 0.14 -3.50 0.05
H 0.95 -4.90 -0.67
H -0.07 -3.84 -1.67
C -1.25 4.10 2.74
H -1.81 3.60 3.53
H -1.95 4.77 2.20
H -0.50 4.76 3.22
C -0.26 3.85 0.45
H -1.18 4.10 -0.08
C -1.91 -0.61 3.28
H 0.36 3.24 -0.22
H 0.28 4.79 0.64
C -0.31 1.13 4.12
H -1.02 -1.23 3.41
H -2.58 -0.86 4.13
H -2.42 -0.95 2.36
C -1.56 0.86 3.27
H -0.26 0.41 4.95
H -0.33 2.14 4.56
H 0.60 1.04 3.53
C -4.19 0.96 1.40
H -4.06 -0.02 0.90
H -5.17 1.36 1.09
H -4.23 0.79 2.48
C -3.21 2.22 -0.52
H -2.38 2.82 -0.90
H -4.14 2.78 -0.71
H -3.26 1.30 -1.11
H 0.01 -0.92 1.79
H 0.68 -1.57 1.00
N 1.90 -1.97 2.98
C 0.75 -2.67 2.72
C 0.49 -3.80 3.41
C -0.67 -4.52 3.29
C -1.62 -4.04 2.41
C -1.43 -2.92 1.67
N -0.14 -2.21 1.79
H 2.17 -1.07 2.62
H 2.55 -2.36 3.67
H 1.23 -4.15 4.13
H -0.85 -5.43 3.88
H -2.55 -4.59 2.35
H -2.37 -2.74 1.13